Formula: C22H35Br9ClF2IN3O5PS2
Source: the OMol25 dataset
Level of theory: ωB97M-V with the def2-TZVPD basis set

Each line ends with the Löwdin charge.
CARTESIAN COORDINATES (ANGSTROEM)
C1 2.0972 -1.0545 0.1285  -0.14
C2 2.3724 0.2836 -0.0220  -0.35
C3 1.8541 1.2164 -1.1904  -0.28
C4 3.2312 1.9373 -1.6252  -0.22
N1 4.4491 1.1747 -1.2703  0.03
C5 0.7335 2.2829 -0.7425  -0.42
C6 -0.4113 1.4378 -0.0472  -0.31
C7 -1.8636 1.6595 -0.5417  -0.40
S1 -2.9258 0.5344 0.4853  0.97
C8 -3.0408 -0.9357 -0.5203  -0.73
N2 -2.5097 -2.0896 -0.2910  0.07
N3 -2.8874 -2.8405 -1.3880  0.05
C9 -3.5885 -2.1126 -2.1791  -0.16
O1 -3.7452 -0.8352 -1.6664  0.00
P1 1.3221 3.3301 0.7682  0.62
O2 -0.1031 4.0229 1.2974  -0.35
Br1 2.5568 5.1226 0.3034  0.33
C10 0.1841 3.1429 -1.9101  -0.80
F1 -0.7126 4.0724 -1.4625  0.01
Cl1 1.4200 4.2577 -2.6838  0.74
O3 -0.3878 2.4425 -2.9895  -0.17
S2 0.6085 1.4093 -3.7549  0.70
O4 1.4880 1.9888 -4.7273  -0.27
O5 -0.2760 0.5218 -4.4540  -0.24
C11 1.4278 0.3850 -2.4618  -0.35
F2 0.3783 -0.4994 -2.1400  -0.01
C12 2.5054 -0.5817 -3.0026  -0.11
C13 3.3728 -0.1745 -4.2243  -0.30
C14 2.7826 -0.6581 -5.6031  -0.62
I1 4.1944 -1.9267 -6.6673  0.72
H1 2.9399 -1.7441 0.2964  0.08
H2 1.0969 -1.5041 0.1234  0.06
H3 2.9824 0.7644 0.7462  0.01
H4 3.1385 2.1239 -2.7077  0.08
H5 3.3517 2.9172 -1.1477  0.04
H6 5.1634 1.8881 -1.1279  0.08
H7 4.7915 0.6392 -2.0647  0.06
H8 -0.4545 1.6131 1.0423  0.02
H9 -0.2541 0.3521 -0.1066  0.07
H10 -2.2760 2.6591 -0.3648  0.08
H11 -1.9940 1.3005 -1.5720  0.08
H12 -4.0284 -2.3626 -3.1393  0.14
H13 -0.1831 4.9098 0.9119  0.04
H14 3.2037 -0.8730 -2.2038  0.11
H15 2.0401 -1.5427 -3.2851  0.14
H16 4.3403 -0.7014 -4.1332  0.06
H17 3.6117 0.8881 -4.3532  0.09
H18 2.6744 0.2163 -6.2596  0.03
H19 1.8066 -1.1476 -5.5023  0.05
Br2 2.5405 2.3312 4.9693  0.60
C15 1.7990 0.5300 4.9910  -0.68
C16 2.2450 -0.2680 3.7913  -0.57
Br3 1.2890 0.2387 2.1572  0.98
H20 0.7211 0.6368 5.0578  0.05
H21 2.1740 0.0782 5.9093  0.06
H22 2.0164 -1.3232 3.9319  0.07
H23 3.3043 -0.1543 3.5748  0.00
Br4 5.5025 1.2983 2.4212  0.65
C17 7.1800 0.5955 1.7311  -0.68
C18 7.1972 -0.9098 1.7591  -0.70
Br5 7.4982 -1.5851 3.5594  0.61
H24 7.9756 1.0437 2.3191  0.05
H25 7.2416 0.9582 0.7061  0.05
H26 8.0269 -1.2938 1.1681  0.06
H27 6.2696 -1.3516 1.4064  0.05
Br6 -5.9644 -2.0849 1.2843  0.67
C19 -7.2801 -2.6832 -0.0185  -0.67
C20 -7.4522 -1.6783 -1.1264  -0.70
Br7 -8.5199 -0.1571 -0.5489  0.62
H28 -8.1987 -2.8802 0.5264  0.05
H29 -6.8866 -3.6203 -0.4093  0.06
H30 -8.0049 -2.1155 -1.9563  0.06
H31 -6.5087 -1.2815 -1.4913  0.03
Br8 -5.6218 -1.9462 6.1518  0.60
C21 -7.2496 -2.1819 5.1106  -0.71
C22 -8.1630 -3.2006 5.7385  -0.70
Br9 -7.5361 -5.0152 5.4153  0.60
H32 -6.9437 -2.4475 4.1034  -0.01
H33 -7.7222 -1.2012 5.0968  0.06
H34 -9.1522 -3.1566 5.2859  0.06
H35 -8.2547 -3.0849 6.8145  0.05

The spin multiplicity is 1. For the HOMO energy, the calculation gives -7.487 eV. Its charge is 0. As for the largest force on an atom: 5.50 eV Å⁻¹.